{"formula": "C9H16ClI2N3O2PPt", "method": "ωB97M-V/def2-TZVPD", "species": ["I", "I", "Pt", "P", "C", "C", "H", "H", "H", "C", "H", "H", "H", "H", "H", "H", "C", "O", "Cl", "C", "N", "C", "C", "C", "N", "C", "O", "N", "H", "H", "H", "H", "H", "H", "H"], "coordinates": [[-3.52994, -3.10425, -2.26722], [-3.09020, 2.71331, -2.17003], [0.30130, -0.40705, -0.48111], [0.19236, -0.18542, -2.67377], [-1.38761, -0.02638, -3.53724], [1.12058, 1.30892, -3.14723], [2.12548, -1.55725, -3.15760], [1.04845, -1.36465, -4.59849], [0.56454, -2.44435, -3.24256], [1.08553, -1.52338, -3.51143], [2.09538, 1.31578, -2.65037], [1.26473, 1.33925, -4.23425], [-1.25493, -0.02086, -4.63087], [-1.90610, 0.90230, -3.22833], [0.53953, 2.18258, -2.83531], [-2.07811, -0.86648, -3.26256], [-1.57085, -0.07724, -0.38430], [-2.70576, -0.11490, -0.04695], [2.54528, -0.93034, -0.55775], [2.02019, 1.74619, 4.16636], [1.05533, 0.82936, 3.53154], [0.07773, 0.23223, 4.32073], [-0.89645, -0.53854, 3.72460], [-0.67072, -0.95114, 2.35904], [0.23929, -0.24886, 1.63173], [0.86851, 0.91025, 2.11784], [1.31684, 1.88000, 1.43280], [-1.24723, -2.01331, 1.76337], [1.98260, 1.66491, 5.25449], [1.80533, 2.78309, 3.84588], [3.01607, 1.43633, 3.80898], [0.21143, 0.46209, 5.39221], [-1.71075, -0.86918, 4.36118], [-2.15384, -2.31637, 2.18431], [-1.27398, -2.14667, 0.72230]], "charge": 3, "e_lumo_ev": [-10.09, -14.79], "gap_ev": [8.44, 2.97], "fmax_ev_per_a": 5.5, "multiplicity": 5, "de_lowest_ev": 0.000, "homo_energy_ev": [-18.5316, -17.7635]}


{"formula": "C9H16F3IN2O4PTeY", "method": "ωB97M-V/def2-TZVPD", "species": ["Y", "C", "C", "O", "P", "O", "Te", "O", "C", "C", "H", "H", "H", "H", "H", "H", "H", "H", "H", "H", "F", "C", "F", "F", "I", "C", "C", "N", "N", "C", "H", "H", "H", "C", "O", "H", "H", "H"], "coordinates": [[0.42614, 0.35093, 0.48741], [-3.48770, 3.50054, 3.22666], [-2.95487, 2.32437, 4.01534], [-1.50916, 2.30318, 4.01342], [-0.68584, 1.57213, 2.85542], [-1.46758, 1.32047, 1.59617], [1.43625, 2.48926, 2.36447], [-0.42506, 0.02824, 3.37699], [0.42077, -0.22735, 4.51250], [0.13541, -1.62896, 5.01978], [-4.57489, 3.51784, 3.30065], [-3.20534, 3.40379, 2.17916], [-3.09321, 4.43613, 3.62027], [-3.32811, 1.38463, 3.60165], [-3.22938, 2.39539, 5.06818], [0.21222, 0.52207, 5.28113], [1.46257, -0.12721, 4.19821], [-0.91495, -1.73315, 5.29176], [0.74628, -1.83041, 5.89809], [0.38604, -2.37121, 4.26019], [0.78332, 0.20688, -2.77578], [0.28601, 1.04681, -1.80782], [-0.81588, 1.59114, -2.39397], [1.21736, 2.09995, -1.78387], [-4.31759, -3.60234, -1.73090], [-2.88610, -2.76918, -0.47661], [-2.61063, -3.12550, 0.82687], [-1.61840, -2.31932, 1.23911], [-1.23384, -1.47196, 0.27875], [-1.98577, -1.73981, -0.77856], [-3.05328, -3.86998, 1.46436], [-1.21640, -2.24946, 2.15939], [-1.86229, -1.19110, -1.69882], [3.27928, -0.87525, -0.05786], [2.03015, -0.86485, 0.55840], [4.04631, -1.30343, 0.60153], [3.60292, 0.14520, -0.32169], [3.25567, -1.46017, -0.98657]], "e_lumo_ev": 0.12, "gap_ev": 8.47, "fmax_ev_per_a": 1.0, "de_lowest_ev": 0.508, "homo_energy_ev": -8.3464}